No. 1
{"formula": "C23H53N7O21S3", "method": "ωB97M-V/def2-TZVPD", "elements": ["C", "N", "O", "O", "H", "H", "H", "C", "N", "O", "O", "H", "H", "H", "O", "S", "O", "O", "C", "C", "O", "H", "H", "H", "H", "O", "S", "O", "O", "C", "C", "O", "H", "H", "H", "H", "O", "S", "O", "O", "C", "C", "O", "H", "H", "H", "H", "C", "N", "C", "C", "O", "H", "H", "H", "H", "H", "H", "H", "C", "N", "C", "C", "O", "H", "H", "H", "H", "H", "H", "H", "C", "N", "C", "C", "O", "H", "H", "H", "H", "H", "H", "H", "C", "N", "C", "C", "O", "H", "H", "H", "H", "H", "H", "H", "C", "N", "C", "C", "O", "H", "H", "H", "H", "H", "H", "H"], "positions_angstrom": [[2.04709, 15.12877, 9.74572], [3.17505, 15.28924, 10.66349], [3.26099, 14.59537, 11.65197], [4.02261, 16.13645, 10.37028], [1.19750, 14.50401, 9.98845], [2.42297, 14.82929, 8.76850], [1.76099, 16.16636, 9.57401], [4.28932, 20.78587, 5.15725], [5.31492, 21.80135, 5.45795], [5.53742, 21.99769, 6.63250], [5.80644, 22.38283, 4.51441], [4.34871, 20.39076, 4.14876], [3.34515, 21.24522, 5.43615], [4.41644, 19.91243, 5.79602], [5.89166, 21.61115, 9.72704], [6.13127, 21.67295, 11.13991], [5.03477, 21.86968, 12.03565], [6.93642, 20.32966, 11.51638], [8.28918, 20.42417, 11.07682], [8.64798, 21.93640, 11.24507], [7.44863, 22.60562, 11.48913], [8.82566, 19.62588, 11.57992], [8.22373, 20.19259, 10.00782], [9.11163, 22.21766, 10.29572], [9.46731, 22.07072, 11.95095], [-3.61779, 13.74388, 9.05312], [-2.95123, 14.93083, 9.48163], [-2.68461, 15.15827, 10.87424], [-1.54616, 15.06580, 8.69402], [-1.64513, 15.85396, 7.53035], [-2.71411, 16.87778, 7.85646], [-3.62868, 16.20890, 8.70389], [-0.69018, 16.30178, 7.26592], [-2.00229, 15.21314, 6.71918], [-3.17399, 17.31100, 6.96613], [-2.33174, 17.77587, 8.35701], [-1.80104, 20.04831, 10.80901], [-1.01515, 21.23839, 10.71139], [0.38432, 21.18259, 11.02299], [-1.24781, 21.86630, 9.24274], [-2.40951, 22.68467, 9.20149], [-2.29766, 23.40609, 10.57021], [-1.79357, 22.45043, 11.47132], [-2.38463, 23.42081, 8.40519], [-3.31461, 22.07748, 9.18743], [-3.19339, 23.91820, 10.91034], [-1.51011, 24.16269, 10.46265], [0.95713, 23.15288, 6.96145], [1.67565, 24.14364, 7.80712], [1.67716, 23.76028, 9.21936], [2.44426, 25.13337, 7.29412], [2.98701, 25.98638, 7.96298], [0.37578, 22.48631, 7.57938], [1.75132, 22.61457, 6.43217], [0.45695, 23.71757, 6.17335], [2.29512, 22.86818, 9.33774], [2.13416, 24.54816, 9.81586], [0.67179, 23.58000, 9.58538], [2.44008, 25.13731, 6.18904], [1.06428, 18.84717, 8.35532], [2.47590, 18.59846, 8.31673], [3.30786, 19.70323, 8.73928], [3.00672, 17.55529, 7.64858], [2.39513, 16.66625, 7.08721], [0.48979, 18.09670, 7.81426], [0.81809, 19.80252, 7.87605], [0.63880, 18.89043, 9.36234], [2.82637, 20.67919, 8.67080], [3.53711, 19.70787, 9.80537], [4.28352, 19.67903, 8.25690], [4.10435, 17.62683, 7.60191], [4.30542, 17.56622, 14.20447], [3.01285, 17.75166, 13.58707], [2.89567, 18.96358, 12.76831], [2.07780, 16.80437, 13.54384], [0.98650, 16.92056, 12.99876], [4.36869, 16.72906, 14.89567], [4.53273, 18.46549, 14.78685], [5.06035, 17.49136, 13.41530], [2.22324, 18.67609, 11.96101], [2.46914, 19.74956, 13.38755], [3.87455, 19.21750, 12.37658], [2.41263, 15.83729, 13.95194], [6.34450, 13.43663, 9.44583], [5.05946, 13.23656, 8.80367], [4.74275, 13.86610, 7.55512], [4.21632, 12.33574, 9.37709], [3.10306, 12.05837, 8.98463], [7.15198, 13.47468, 8.70493], [6.61228, 12.61965, 10.10775], [6.41641, 14.40880, 9.93853], [4.63743, 14.95711, 7.56188], [5.54090, 13.60163, 6.85474], [3.77354, 13.57560, 7.15375], [4.63363, 11.93353, 10.31260], [-2.64470, 22.85561, 5.08604], [-2.92581, 21.47565, 5.49375], [-1.84169, 20.49467, 5.42702], [-3.98662, 21.24140, 6.30923], [-4.14631, 20.19509, 6.91639], [-2.27625, 23.47243, 5.91162], [-3.58526, 23.26844, 4.72483], [-1.87503, 22.78262, 4.32077], [-1.12361, 20.77519, 6.20245], [-2.27559, 19.52659, 5.65889], [-1.41095, 20.47477, 4.42958], [-4.76372, 22.02443, 6.34782]], "forces_ev_per_a": [[-0.4, 1.2, -1.5], [1.0, -0.4, 0.6], [-0.2, -0.1, -0.1], [-0.7, -0.3, -0.1], [0.4, -0.1, 0.9], [0.3, -0.2, 0.2], [-0.5, -0.1, 0.1], [-0.4, -1.1, 0.3], [0.0, -0.2, -0.2], [0.2, 0.2, 0.0], [0.2, 0.1, 0.2], [-0.1, 0.7, -0.2], [-0.1, 0.0, -0.4], [0.2, 0.3, 0.3], [0.2, 0.7, 0.7], [1.1, -1.2, -0.2], [1.4, 0.2, -0.4], [-1.3, 0.1, 0.9], [-1.0, 0.1, -1.1], [1.6, -1.8, -1.2], [-1.7, 0.6, 0.3], [0.3, 0.5, 0.3], [0.5, 0.0, 0.1], [-0.4, 0.4, -0.1], [-0.8, 0.4, 0.8], [0.0, 0.6, 0.3], [0.8, 0.5, -0.4], [-0.6, 0.1, -1.5], [0.3, -0.4, 1.1], [-0.8, 0.0, -0.7], [0.7, 1.2, -0.1], [-0.4, -0.9, 0.8], [0.1, -0.2, 0.2], [0.2, 0.0, -0.1], [-0.5, -0.6, 0.0], [0.2, -0.3, 0.4], [0.5, 0.8, 0.1], [-0.8, -0.4, 0.1], [-1.3, 0.6, -0.4], [0.9, -0.3, -0.5], [-0.7, 0.4, 1.9], [0.9, 1.0, -1.5], [0.5, -1.3, 0.6], [0.3, -0.3, -0.3], [0.1, -0.2, -0.3], [-0.2, -0.5, 0.3], [-0.2, 0.1, 0.0], [2.3, 1.5, -0.7], [-1.1, -1.2, 0.5], [0.8, 0.7, -0.2], [-0.7, 0.2, 0.4], [0.4, -0.1, -0.2], [-0.4, 0.1, -0.1], [-0.3, -0.6, 0.0], [-0.7, -0.4, 0.2], [-0.2, -0.2, 0.2], [0.0, 0.1, -0.1], [-0.1, -0.1, -0.1], [0.1, 0.0, 0.0], [-1.3, 0.0, -0.1], [-0.1, 0.5, -0.1], [0.8, 0.2, 1.1], [0.2, 0.3, -0.5], [-0.2, -0.1, 0.1], [0.4, -0.2, 0.0], [0.2, 0.1, 0.0], [0.3, -0.1, 0.1], [-0.1, -0.1, -0.9], [-0.1, -0.6, 0.3], [-0.1, 0.2, -0.3], [0.1, -0.1, 0.1], [0.2, 0.6, 0.0], [0.9, 0.6, 0.0], [-0.6, -1.1, 0.5], [-0.8, -0.7, -0.7], [0.4, 0.0, 0.2], [-0.3, -0.2, -0.2], [0.1, -0.1, 0.0], [0.1, -0.2, 0.2], [-0.1, 0.5, -0.1], [0.1, 0.3, -0.3], [0.1, 0.2, 0.0], [-0.1, 0.1, 0.4], [0.7, 0.8, -0.9], [-0.2, -0.6, 1.0], [0.2, 0.5, -0.9], [-0.4, 0.5, 0.1], [0.1, -0.1, -0.1], [-0.2, -0.2, -0.2], [-0.3, 0.0, 0.2], [-0.3, -0.1, 0.4], [0.5, 0.0, 0.6], [-0.2, 0.1, -0.3], [0.1, -0.7, 0.2], [0.0, -0.2, 0.0], [-0.2, -0.9, 0.2], [-0.1, 0.5, 0.1], [-0.7, 0.5, 0.6], [0.0, -1.1, -0.1], [0.0, 0.3, 0.0], [0.1, 0.0, 0.0], [0.3, 0.3, -0.3], [-0.2, 0.4, -0.2], [0.4, -0.4, -0.2], [0.1, -0.1, 0.0], [0.1, 0.1, 0.0], [0.3, 0.2, -0.1]], "mulliken_charge": [-0.42, 1.16, -0.59, -0.59, 0.36, 0.06, -0.06, -0.39, 0.95, -0.47, -0.55, 0.34, 0.00, 0.14, -0.39, 1.09, -0.54, -0.27, -0.36, -0.31, -0.35, 0.31, 0.23, 0.26, 0.32, -0.54, 1.06, -0.50, -0.25, -0.19, 0.11, -0.34, 0.21, 0.29, 0.24, -0.04, -0.55, 1.15, -0.39, -0.05, -0.19, -0.49, -0.39, 0.12, 0.29, 0.38, 0.31, -0.16, 0.16, -0.47, 0.09, -0.58, -0.20, -0.20, 0.54, 0.24, 0.38, -0.17, 0.34, -0.60, 0.89, -0.60, 0.03, -0.64, -0.30, 0.20, 0.31, -0.34, 0.05, 0.50, 0.41, -0.94, 0.23, -0.44, 0.02, -0.60, 0.34, 0.35, 0.29, 0.00, 0.25, 0.15, 0.28, -0.97, 0.26, -1.07, 0.12, -0.57, 0.34, 0.37, 0.25, 0.26, 0.40, 0.32, 0.30, -0.80, 0.14, -0.72, -0.05, -0.53, 0.19, 0.38, 0.28, 0.22, 0.17, 0.32, 0.41], "total_charge": 0, "orbital_gap_ev": 8.80, "mol_weight_g_mol": 859.91, "smiles": "C[N+](=O)[O-].C[N+](=O)[O-].O=S1(=O)OCCO1.O=S1(=O)OCCO1.O=S1(=O)OCCO1.CN(C)C=O.CN(C)C=O.CN(C)C=O.CN(C)C=O.CN(C)C=O", "total_energy_ev": -110634.5428, "lumo_ha": -0.0037, "spin_multiplicity": 1}

No. 2
{"formula": "C23H53N7O9", "method": "ωB97M-V/def2-TZVPD", "elements": ["O", "C", "C", "O", "H", "H", "H", "H", "C", "C", "O", "N", "C", "H", "H", "H", "H", "H", "H", "H", "C", "C", "O", "N", "C", "H", "H", "H", "H", "H", "H", "H", "C", "C", "O", "N", "C", "H", "H", "H", "H", "H", "H", "H", "C", "C", "O", "N", "C", "H", "H", "H", "H", "H", "H", "H", "C", "C", "O", "N", "C", "H", "H", "H", "H", "H", "H", "H", "C", "C", "O", "N", "C", "H", "H", "H", "H", "H", "H", "H", "C", "C", "O", "N", "C", "H", "H", "H", "H", "H", "H", "H"], "positions_angstrom": [[1.80831, -0.40522, 0.76170], [0.75507, -0.77754, -0.10058], [-0.67616, -1.10802, 0.54031], [-0.86948, -2.03954, 1.61407], [1.06496, -1.70628, -0.57965], [0.61435, -0.12417, -0.96163], [-1.35235, -1.41414, -0.25791], [-1.07955, -0.12240, 0.77254], [-4.81276, -3.36298, -0.45494], [-4.56455, -4.11979, 0.80900], [-5.54046, -4.84168, 1.15870], [-3.47093, -3.80140, 1.51539], [-3.19530, -4.44066, 2.80945], [-3.82239, -2.97477, -0.69274], [-5.49998, -2.56538, -0.17264], [-5.32282, -3.84306, -1.29009], [-2.78375, -3.16500, 1.13740], [-4.05879, -4.52306, 3.46951], [-2.64417, -3.59928, 3.22950], [-2.57770, -5.33208, 2.91927], [-7.61746, 1.02522, -0.56752], [-6.79850, 0.27800, 0.47829], [-7.17292, -0.82945, 0.92780], [-5.71059, 0.90187, 0.93282], [-4.56157, 0.12194, 1.57075], [-8.22159, 0.22858, -1.00167], [-6.98022, 1.41092, -1.36330], [-8.24295, 1.83605, -0.19414], [-5.47098, 1.80989, 0.56109], [-3.76745, -0.20234, 0.89821], [-5.09019, -0.73089, 1.99658], [-3.98400, 0.62239, 2.34797], [4.72283, -2.51328, -0.80707], [5.10697, -2.67462, 0.57507], [4.25812, -2.96778, 1.36940], [6.42099, -2.65659, 0.81273], [7.05708, -2.60422, 2.13805], [5.37523, -3.08820, -1.46430], [4.79392, -1.44132, -0.99128], [3.65228, -2.71833, -0.80618], [6.99830, -2.95024, 0.03775], [8.09301, -2.26799, 2.18172], [7.03774, -3.63923, 2.47934], [6.28963, -2.18026, 2.78564], [6.00886, 0.82191, 3.49621], [4.70014, 0.27608, 2.96184], [3.95920, -0.37826, 3.66626], [4.32104, 0.56541, 1.71094], [5.20864, 1.13188, 0.62733], [6.85028, 0.71754, 2.81122], [6.37271, 0.17952, 4.29812], [5.78898, 1.79925, 3.92580], [3.42804, 0.18602, 1.43034], [5.36515, 0.27908, -0.03323], [6.21109, 1.42389, 0.94028], [4.74196, 1.91794, 0.03368], [2.16454, 2.43088, -1.85763], [2.10611, 3.43518, -0.74176], [1.68735, 4.56193, -0.96757], [2.27701, 2.92664, 0.51267], [2.30709, 3.64192, 1.81565], [1.81019, 2.90875, -2.77097], [1.56859, 1.53213, -1.69886], [3.17289, 2.06675, -2.05441], [2.20079, 1.92010, 0.54667], [2.91296, 4.54801, 1.81840], [2.83325, 2.93611, 2.45837], [1.32892, 3.84123, 2.25333], [-1.44001, 2.54331, 2.35315], [-2.07257, 3.06931, 1.10446], [-2.45835, 4.24985, 1.11906], [-2.11963, 2.20388, 0.10757], [-2.60625, 2.52014, -1.21534], [-0.36136, 2.63300, 2.22450], [-1.66692, 1.50393, 2.59049], [-1.73435, 3.22663, 3.14973], [-1.46862, 1.43225, 0.13723], [-1.68544, 2.93716, -1.62318], [-3.41890, 3.24656, -1.20988], [-2.84143, 1.60478, -1.75839], [-1.53287, 0.84952, -7.03300], [-0.90243, 0.08178, -5.85360], [-0.09713, -0.78645, -6.05524], [-1.35660, 0.32616, -4.63988], [-0.70464, -0.34445, -3.49603], [-1.05043, 0.62135, -7.98341], [-1.30307, 1.90957, -6.92539], [-2.61776, 0.77574, -7.10833], [-2.17739, 0.91139, -4.57727], [0.36512, -0.25001, -3.30949], [-0.88547, -1.41103, -3.62940], [-1.34849, -0.02789, -2.67545]], "forces_ev_per_a": [[-2.7, 0.3, -1.8], [3.7, -0.9, 1.9], [-1.6, -1.5, 2.0], [0.9, 2.4, -2.5], [-0.2, -0.7, -0.1], [-0.7, 0.8, 0.1], [0.3, -0.4, -0.8], [0.3, 0.2, 1.0], [1.0, 1.0, 0.1], [-4.0, -1.3, -0.3], [2.6, 0.5, 0.5], [-0.7, -2.0, 0.2], [0.5, 2.4, 0.7], [-0.2, 0.6, -1.0], [0.2, 0.3, 0.1], [0.5, -0.6, 0.3], [0.2, -0.1, 0.2], [-0.4, -0.2, -0.6], [0.5, -0.4, 0.8], [-0.1, -0.1, -0.9], [0.2, -0.8, -0.3], [-1.6, -1.7, 1.1], [0.7, 1.8, -1.2], [3.2, 0.1, 0.7], [-1.4, 0.0, 0.0], [-0.3, 0.3, 0.0], [0.1, 0.1, 0.1], [0.1, -0.2, 0.2], [-0.1, -0.2, -0.1], [-0.5, -0.1, -0.7], [0.5, -0.1, 0.0], [-0.7, 0.6, 0.1], [-0.7, 1.1, -1.2], [-0.6, -1.7, 0.4], [-0.6, 0.3, 2.1], [3.1, 1.0, 0.1], [-1.9, -2.0, -0.3], [-0.4, 0.1, -0.4], [0.2, 0.0, -0.6], [0.2, -0.4, -0.6], [0.0, 0.4, 0.1], [-0.5, 0.6, -0.3], [0.5, -0.2, 0.4], [0.6, 0.8, 0.2], [0.4, -0.9, 0.3], [-0.1, -0.4, 0.2], [-0.1, -0.2, 0.9], [1.9, 1.9, -1.4], [-0.8, -1.6, 0.4], [-0.2, 0.9, -0.4], [-0.6, 0.0, 0.3], [0.5, 0.2, -0.3], [-0.6, -0.4, -0.3], [0.2, 0.2, -0.4], [-0.4, 0.2, 0.4], [-0.1, 0.1, 0.4], [0.4, -0.4, -0.8], [-2.0, 0.1, 0.9], [0.9, 0.4, 0.1], [0.3, 0.6, 0.0], [0.4, -1.0, -0.6], [0.0, 0.1, 0.1], [-0.1, 0.1, 0.4], [0.2, 0.1, 0.1], [0.2, -0.5, 0.4], [-0.2, 0.0, -0.5], [-0.1, 0.0, 0.3], [0.0, 0.1, -0.3], [0.4, 0.1, 0.4], [0.0, 2.2, 2.0], [-0.3, -1.4, -1.0], [-1.0, -1.1, -0.8], [1.4, 0.3, 0.0], [0.1, -0.2, 0.1], [0.0, 0.0, 0.0], [0.0, -0.3, 0.1], [-0.2, 0.0, 0.3], [-0.5, 0.5, -1.2], [0.2, -0.1, 0.1], [-0.3, 0.1, 0.1], [0.5, 0.8, 0.3], [-1.1, -0.2, -2.4], [1.6, -0.9, -0.4], [0.5, 0.8, 1.1], [-2.2, -0.5, -0.1], [-0.2, -0.6, 0.2], [-0.2, 0.2, 0.3], [0.0, -0.3, 0.1], [0.4, 0.0, 0.6], [-0.2, 0.8, -0.4], [0.1, -0.1, 0.1], [0.7, -0.1, 0.5]], "mulliken_charge": [-0.93, 0.49, 0.70, -0.66, 0.30, -0.64, 0.12, -0.89, -0.53, 0.78, -0.71, 0.00, -1.04, 0.17, -0.09, 0.35, 0.14, 0.33, 0.33, 0.30, -1.14, 0.73, -0.65, -0.14, -0.86, 0.33, 0.32, 0.29, 0.21, 0.23, 0.45, 0.25, -0.93, 0.67, -0.59, -0.16, -0.86, 0.46, 0.13, 0.16, 0.22, 0.27, 0.36, 0.25, -1.39, 0.80, -0.66, 0.52, -0.72, 0.36, 0.37, 0.31, 0.06, 0.11, 0.41, 0.09, -0.49, 0.66, -0.70, 0.37, -0.94, 0.37, -0.27, 0.35, -0.06, 0.33, 0.25, 0.33, -0.75, 0.78, -0.72, 0.69, -1.14, -0.13, 0.25, 0.34, -0.37, 0.41, 0.38, 0.26, -1.15, 0.66, -0.62, -0.08, -0.59, 0.31, 0.32, 0.32, 0.23, 0.31, 0.30, 0.02], "total_charge": -1, "orbital_gap_ev": [7.71, 5.93], "mol_weight_g_mol": 571.72, "relative_energy_kcal_mol": 0.00, "total_energy_ev": -53567.3474, "lumo_ha": [0.0729, 0.0357], "spin_multiplicity": 2}

> Which formula does entry 1 have?

C23H53N7O21S3

> Number 1 is which compound?

C23H53N7O21S3

> What is the formula in the first record?

C23H53N7O21S3